Here is C32H30FN4O5RhS2Te as an isolated structure from the OMol25 dataset. Energies are from the ωB97M-V functional and the def2-TZVPD basis.

Structure (XYZ):
```
76
Properties=species:S:1:pos:R:3:lowdin_charge:R:1
Rh 0.4458 0.0228 -0.5577 0.8300
C -4.2508 -4.3706 3.1198 -0.0400
C -3.0056 -4.1204 3.9593 -0.2935
C -3.3914 -3.6387 5.3483 -0.1483
C -2.1596 -3.3335 6.1795 -0.1259
C -1.3179 -2.3077 5.4791 -0.1351
C -0.5502 -1.4100 6.1802 0.0588
C 0.2352 -0.4792 5.5038 -0.2536
F 0.9639 0.3809 6.2360 0.0740
C 0.2816 -0.4224 4.1447 0.0815
C -0.4956 -1.3289 3.4069 -0.0387
C -0.4399 -1.2826 1.9517 -0.3052
O 0.3053 -0.4039 1.4292 -0.2461
C -1.2225 -2.2305 1.2565 -0.0180
C -1.9974 -3.0966 1.9828 0.0396
N -2.0957 -3.1281 3.3147 0.0447
C -1.3090 -2.2571 4.0692 -0.0611
C -1.2719 -2.4289 -0.2482 -0.5845
O -1.8234 -3.4364 -0.6643 0.0515
O -0.7319 -1.5394 -0.9985 -0.1740
H -4.9509 -4.9589 3.7126 0.0883
H -4.0529 -4.9290 2.2076 0.0809
H -4.7334 -3.4283 2.8556 0.1025
H -2.4408 -5.0528 4.0577 0.1587
H -3.9914 -4.4175 5.8189 0.1246
H -4.0206 -2.7481 5.2583 0.1375
H -1.5785 -4.2513 6.3170 0.1319
H -2.4301 -2.9775 7.1734 0.1227
H -0.5470 -1.4177 7.2629 0.1341
H 0.8924 0.3022 3.6265 0.1362
H -2.5738 -3.8123 1.4163 0.1319
N 4.1369 -5.2158 -3.3749 0.0974
C 3.4882 -3.9942 -3.4751 -0.3187
C 4.0986 -2.9173 -4.1198 -0.0296
C 3.4290 -1.7142 -4.2595 -0.0684
C 2.1435 -1.5795 -3.7570 -0.2984
C 1.5142 -2.6504 -3.1249 -0.0494
C 2.1862 -3.8454 -2.9817 -0.0190
S 1.2708 -0.0641 -3.9257 0.5919
O -0.0663 -0.3694 -4.3226 -0.2709
O 2.0996 0.8310 -4.6929 -0.3227
N 1.1970 0.5544 -2.4111 -0.2288
C 2.2756 1.1143 -1.8251 -0.7241
S 3.8763 1.4112 -2.3767 1.0912
C 4.3140 1.8196 -0.7475 -0.3891
C 3.2584 1.7085 0.0836 -0.2184
N 2.0876 1.3343 -0.5311 -0.0902
H 5.1401 -5.1949 -3.4467 0.0882
H 3.8008 -5.8399 -2.6610 0.0883
H 5.0988 -3.0306 -4.5210 0.1106
H 3.8922 -0.8784 -4.7660 0.1066
H 0.5008 -2.5435 -2.7548 0.1005
H 1.6964 -4.6835 -2.4996 0.1147
H 5.3067 2.1627 -0.5115 0.0630
H 3.2575 1.9281 1.1401 0.1132
C -3.5089 6.2897 -3.6140 -0.0520
C -2.9500 5.1939 -2.7481 -0.2676
C -2.8512 3.8913 -3.2111 -0.0124
C -2.3470 2.8639 -2.4192 -0.3064
C -2.2872 1.4725 -2.9621 -0.0834
C -1.9139 3.1608 -1.1221 -0.4928
Te -1.3705 1.6543 0.2491 1.2166
C -1.9931 4.4746 -0.6288 -0.3280
C -1.5654 4.8904 0.7555 -0.1137
C -2.5192 5.4623 -1.4555 -0.0282
H -3.7453 5.9210 -4.6114 0.0724
H -2.7966 7.1104 -3.7163 0.0800
H -4.4225 6.7025 -3.1816 0.0803
H -3.1794 3.6547 -4.2176 0.1149
H -2.6910 1.4188 -3.9714 0.0839
H -2.8349 0.7729 -2.3249 0.0708
H -1.2622 1.1197 -2.9950 0.0281
H -0.7212 4.3066 1.1200 0.0201
H -2.3803 4.7696 1.4743 0.0826
H -1.2814 5.9424 0.7535 0.0736
H -2.5813 6.4773 -1.0754 0.1174
```

For the orbital gap (spin up / spin down), the calculation gives 6.2 / 6.2 eV. The energy above the lowest of the compared OMol25 structures with the same formula, charge and spin is 49.9 kJ/mol. The calculation puts the strongest force on any atom at 0.83 eV/Å. Its LUMO energy (spin up / spin down) is -0.93 / -0.93 eV. Its charge is 0. The highest occupied orbital energy (spin up / spin down) is -7.162 / -7.162 eV. The value obtained for the total energy is -3107.5154 hartree.